(1)
DFT (ωB97M-V/def2-TZVPD) results for a molecular structure, C23H41IMnP2.

Its expectation value of S² is 4.0699. Its LUMO energy (alpha / beta) is -7.86 / -7.16 eV. For the relative energy (zero: lowest compared OMol25 entry of this formula, charge and spin), the calculation gives 41.9 kcal per mole. The HOMO energy (alpha / beta) is -14.110 / -14.456 eV. The spin multiplicity is 4. The total energy comes out at -3031.7706 Eh. The charge is +2.

Atoms and positions in Å:
Mn  1.03  -0.28  1.08
C  0.71  0.75  3.02
C  -0.26  -0.31  2.87
C  1.84  -1.28  2.99
C  2.01  0.13  3.10
C  0.45  -1.56  2.82
C  0.43  2.16  3.38
H  -0.54  2.51  3.02
H  1.21  2.84  2.99
H  0.43  2.28  4.47
C  3.24  0.82  3.56
H  3.25  1.87  3.27
H  4.14  0.33  3.17
H  3.30  0.78  4.66
C  2.87  -2.29  3.33
H  2.88  -2.46  4.42
H  3.87  -1.97  3.04
H  2.65  -3.25  2.86
C  -0.17  -2.91  2.93
H  -0.28  -3.19  3.99
H  0.47  -3.67  2.47
H  -1.16  -2.95  2.48
C  -1.72  -0.18  3.10
H  -1.96  -0.40  4.15
H  -2.30  -0.89  2.50
H  -2.10  0.83  2.90
C  -0.13  1.60  -3.41
C  -1.05  2.25  -2.67
C  -2.53  2.15  -2.81
C  -3.09  0.77  -3.26
C  -2.42  -0.44  -2.66
C  -1.39  -1.10  -3.22
C  -0.64  -0.68  -4.44
C  -0.46  0.84  -4.65
H  -2.87  2.89  -3.55
H  -3.08  0.70  -4.36
H  -3.02  2.44  -1.88
H  -1.36  1.26  -5.12
H  0.94  1.71  -3.22
H  -0.72  3.09  -2.03
H  0.36  0.98  -5.37
H  0.36  -1.16  -4.41
H  -1.13  -2.10  -2.87
H  -1.12  -1.09  -5.34
H  -4.15  0.75  -2.96
H  -2.95  -0.84  -1.79
P  0.66  1.51  -0.06
C  1.77  2.77  -0.70
C  -0.97  2.17  0.36
P  0.26  -1.71  -0.36
C  0.30  0.00  -1.14
C  -1.44  -2.32  -0.14
C  1.14  -2.94  -1.35
H  2.79  2.36  -0.80
H  1.80  3.57  0.05
H  1.43  3.19  -1.67
H  -1.69  1.99  -0.43
H  -0.88  3.24  0.54
H  -1.34  1.68  1.27
H  0.84  -2.90  -2.41
H  0.90  -3.92  -0.94
H  2.22  -2.77  -1.26
H  0.93  -0.02  -2.03
H  -0.70  0.20  -1.47
H  -1.36  -3.20  0.51
H  -1.91  -2.61  -1.06
H  -2.06  -1.58  0.38
I  3.47  -0.49  0.16



(2)
DFT (ωB97M-V/def2-TZVPD) results for a molecular structure, C23H41LuN2P3S.

Its LUMO energy (alpha / beta) is -9.23 / -9.10 eV. For the relative energy (zero: lowest compared OMol25 entry of this formula, charge and spin), the calculation gives 80.2 kcal per mole. The HOMO energy (alpha / beta) is -13.952 / -16.465 eV. The spin multiplicity is 1. The total energy comes out at -3667.1817 Eh. The charge is +3.

Atoms and positions in Å:
Lu  -0.69  -0.45  -1.11
P  1.29  1.34  0.39
P  0.21  0.69  -3.43
P  0.13  -3.46  2.75
H  -1.00  -4.71  -1.76
C  -1.14  -4.37  -0.73
C  -2.25  -3.45  -0.42
H  -2.95  -3.20  -1.22
C  3.10  1.03  0.59
C  1.42  3.08  -0.20
C  1.00  1.80  2.16
C  -0.62  0.22  -4.99
C  0.26  2.51  -3.67
C  1.93  0.29  -3.93
C  0.09  -4.73  4.00
C  -0.90  -2.05  3.23
C  1.84  -2.92  2.45
H  -0.90  -5.16  -0.01
H  -2.62  -3.52  0.60
H  3.59  1.93  0.99
H  3.54  0.79  -0.38
H  3.27  0.20  1.28
H  1.91  3.69  0.57
H  0.42  3.49  -0.41
H  2.03  3.13  -1.12
H  1.53  2.74  2.38
H  1.40  1.01  2.82
H  -0.07  1.92  2.35
H  -1.31  1.03  -5.29
H  -1.19  -0.71  -4.87
H  0.10  0.10  -5.80
H  1.30  2.86  -3.72
H  -0.25  3.02  -2.84
H  -0.25  2.77  -4.61
H  1.99  0.40  -5.02
H  2.20  -0.75  -3.66
H  2.63  0.99  -3.45
H  0.91  -4.54  4.71
H  0.21  -5.72  3.51
H  -0.90  -4.72  4.48
H  -0.70  -1.84  4.29
H  -1.96  -2.30  3.13
H  -0.69  -1.14  2.66
H  2.44  -3.33  3.28
H  1.91  -1.81  2.39
H  2.24  -3.34  1.51
C  1.01  -2.88  -1.62
C  2.39  -2.75  -1.38
C  3.29  -3.27  -2.31
C  2.80  -3.78  -3.52
C  1.45  -3.63  -3.86
C  0.53  -3.18  -2.91
S  -0.09  -3.03  -0.22
H  -0.16  -4.28  1.62
H  2.72  -2.30  -0.43
H  4.34  -3.38  -2.03
H  3.50  -4.24  -4.21
H  1.10  -3.94  -4.84
H  -0.55  -3.12  -3.11
N  -2.63  4.88  2.78
C  -2.75  3.92  2.12
C  -2.79  2.71  1.30
C  -3.01  1.46  1.88
C  -2.81  0.30  1.15
N  -2.36  0.38  -0.14
C  -2.35  1.60  -0.80
C  -2.51  2.78  -0.07
H  -3.24  1.39  2.95
H  -2.97  -0.71  1.54
H  -2.33  1.59  -1.90
H  -2.30  3.74  -0.53



(3)
DFT (ωB97M-V/def2-TZVPD) results for a molecular structure, C23H41N2OP3Tb.

Its expectation value of S² is 12.9947. Its LUMO energy (alpha / beta) is -9.53 / -11.59 eV. The HOMO energy (alpha / beta) is -17.085 / -14.472 eV. The spin multiplicity is 7. The total energy comes out at -2933.1433 Eh. The charge is +3.

Atoms and positions in Å:
Tb  -0.55  0.05  -1.22
P  1.50  1.36  0.60
P  -1.20  2.95  -1.66
P  1.92  -0.56  -2.41
H  -2.23  -4.56  -0.16
C  -1.22  -4.86  -0.46
C  -0.16  -4.69  0.35
H  -0.26  -4.26  1.35
C  0.73  2.08  2.11
C  2.51  2.80  0.07
C  2.78  0.31  1.36
C  -2.64  2.30  -2.57
C  -1.84  3.80  -0.21
C  -0.38  4.11  -2.76
C  2.68  -2.17  -1.97
C  3.45  0.44  -2.47
C  1.63  -0.81  -4.21
H  -1.13  -5.39  -1.41
H  0.84  -5.00  0.03
H  0.59  1.31  2.87
H  -0.25  2.51  1.89
H  1.39  2.87  2.50
H  1.87  3.63  -0.24
H  3.16  2.54  -0.77
H  3.13  3.11  0.93
H  2.35  -0.31  2.16
H  3.57  0.95  1.79
H  3.23  -0.36  0.62
H  -3.32  3.15  -2.80
H  -3.20  1.54  -2.00
H  -2.35  1.84  -3.53
H  -2.45  4.66  -0.50
H  -1.01  4.14  0.42
H  -2.46  3.12  0.38
H  -0.99  5.01  -2.90
H  -0.23  3.65  -3.75
H  0.61  4.39  -2.37
H  3.30  -2.52  -2.81
H  1.91  -2.91  -1.75
H  3.31  -2.05  -1.08
H  4.13  0.00  -3.22
H  3.94  0.45  -1.50
H  3.21  1.47  -2.76
H  2.51  -1.30  -4.65
H  1.46  0.16  -4.69
H  0.74  -1.43  -4.38
C  -2.02  -1.92  -3.39
C  -3.07  -1.20  -4.02
C  -3.28  -1.42  -5.38
C  -2.65  -2.48  -6.02
C  -1.78  -3.33  -5.32
C  -1.52  -3.10  -3.98
O  -1.44  -1.46  -2.30
H  -0.07  2.14  -1.03
H  -3.61  -0.43  -3.47
H  -3.94  -0.75  -5.94
H  -2.86  -2.67  -7.07
H  -1.29  -4.18  -5.80
H  -0.88  -3.73  -3.35
N  1.36  -2.24  4.57
C  0.52  -1.74  3.91
C  -0.50  -1.13  3.10
C  -1.58  -0.46  3.69
C  -2.51  0.17  2.88
C  -2.35  0.15  1.50
N  -1.31  -0.52  0.92
C  -0.43  -1.19  1.70
H  -1.68  -0.46  4.78
H  -3.37  0.69  3.30
H  -3.05  0.65  0.81
H  0.34  -1.78  1.19



- charge of number 2 (C23H41LuN2P3S)?
  +3



Copy entry 1 word for word.
DFT (ωB97M-V/def2-TZVPD) results for a molecular structure, C23H41IMnP2.

Its expectation value of S² is 4.0699. Its LUMO energy (alpha / beta) is -7.86 / -7.16 eV. For the relative energy (zero: lowest compared OMol25 entry of this formula, charge and spin), the calculation gives 41.9 kcal per mole. The HOMO energy (alpha / beta) is -14.110 / -14.456 eV. The spin multiplicity is 4. The total energy comes out at -3031.7706 Eh. The charge is +2.

Atoms and positions in Å:
Mn  1.03  -0.28  1.08
C  0.71  0.75  3.02
C  -0.26  -0.31  2.87
C  1.84  -1.28  2.99
C  2.01  0.13  3.10
C  0.45  -1.56  2.82
C  0.43  2.16  3.38
H  -0.54  2.51  3.02
H  1.21  2.84  2.99
H  0.43  2.28  4.47
C  3.24  0.82  3.56
H  3.25  1.87  3.27
H  4.14  0.33  3.17
H  3.30  0.78  4.66
C  2.87  -2.29  3.33
H  2.88  -2.46  4.42
H  3.87  -1.97  3.04
H  2.65  -3.25  2.86
C  -0.17  -2.91  2.93
H  -0.28  -3.19  3.99
H  0.47  -3.67  2.47
H  -1.16  -2.95  2.48
C  -1.72  -0.18  3.10
H  -1.96  -0.40  4.15
H  -2.30  -0.89  2.50
H  -2.10  0.83  2.90
C  -0.13  1.60  -3.41
C  -1.05  2.25  -2.67
C  -2.53  2.15  -2.81
C  -3.09  0.77  -3.26
C  -2.42  -0.44  -2.66
C  -1.39  -1.10  -3.22
C  -0.64  -0.68  -4.44
C  -0.46  0.84  -4.65
H  -2.87  2.89  -3.55
H  -3.08  0.70  -4.36
H  -3.02  2.44  -1.88
H  -1.36  1.26  -5.12
H  0.94  1.71  -3.22
H  -0.72  3.09  -2.03
H  0.36  0.98  -5.37
H  0.36  -1.16  -4.41
H  -1.13  -2.10  -2.87
H  -1.12  -1.09  -5.34
H  -4.15  0.75  -2.96
H  -2.95  -0.84  -1.79
P  0.66  1.51  -0.06
C  1.77  2.77  -0.70
C  -0.97  2.17  0.36
P  0.26  -1.71  -0.36
C  0.30  0.00  -1.14
C  -1.44  -2.32  -0.14
C  1.14  -2.94  -1.35
H  2.79  2.36  -0.80
H  1.80  3.57  0.05
H  1.43  3.19  -1.67
H  -1.69  1.99  -0.43
H  -0.88  3.24  0.54
H  -1.34  1.68  1.27
H  0.84  -2.90  -2.41
H  0.90  -3.92  -0.94
H  2.22  -2.77  -1.26
H  0.93  -0.02  -2.03
H  -0.70  0.20  -1.47
H  -1.36  -3.20  0.51
H  -1.91  -2.61  -1.06
H  -2.06  -1.58  0.38
I  3.47  -0.49  0.16



- Look up the charge of the second one.
  +3